No. 1
A cluster of 2 separate species, ClH3O2SSi in total, computed with ωB97M-V with the def2-TZVPD basis set.

Geometry as ORCA input:
```
! wB97M-V def2-TZVPD RIJCOSX def2/J DEFGRID3
* xyz 0 1
O -2.04749 -1.96165 0.52484
O -0.12979 -0.42569 0.33734
Si 0.88985 0.85168 0.46676
S -0.82170 -1.76876 -0.17028
Cl -1.13948 -0.54248 -2.99345
H 2.12631 0.27063 1.12834
H 1.02746 1.80021 -0.68720
H 0.09483 1.77607 1.39364
*
```

## Properties
HOMO (alpha / beta): -9.373 / -10.296 eV
energy relative to the best compared isomer or geometry (same formula, charge and spin): 37.6 kcal/mol
orbital gap (alpha / beta): 6.2 / 8.0 eV
DFT total energy: -1300.07716 hartree

---

No. 2
A cluster of 5 separate species, C17H38B3NO15S in total, computed with ωB97M-V with the def2-TZVPD basis set.

Geometry as ORCA input:
```
! wB97M-V def2-TZVPD RIJCOSX def2/J DEFGRID3
* xyz 0 1
C 2.93481 -0.53182 -2.39306
C 2.22591 -1.27423 -3.69244
S 0.45032 -1.78036 -3.25400
C -0.67015 -1.38959 -4.73219
B -1.40347 0.06780 -4.39221
O -1.81605 1.04750 -5.42312
B -3.26575 1.31678 -5.12172
O -3.69662 1.69567 -3.73991
B -3.16577 0.59216 -2.86396
C -4.13120 -0.25488 -1.83688
N -3.81585 -1.73033 -1.72807
C -4.17873 -2.50608 -2.97503
O -1.68900 0.35589 -2.96258
H 3.67219 0.27775 -2.80611
H 2.16884 -0.05258 -1.64584
H 3.54794 -1.36426 -1.81258
H 2.29400 -0.57553 -4.63434
H 2.82981 -2.28507 -3.85760
H -1.47126 -2.25568 -4.85250
H -0.05942 -1.35572 -5.75506
H -4.06047 1.18105 -5.98734
H -3.97077 0.20879 -0.75138
H -5.24376 -0.13804 -2.18100
H -2.84466 -1.91814 -1.39560
H -5.31348 -2.31176 -3.22852
H -4.08314 -3.66118 -2.69127
H -3.51746 -2.26697 -3.91350
C 6.30652 0.83490 1.29976
O 7.21838 1.79668 0.77270
C 7.08096 2.02598 -0.55763
O 6.26988 1.49133 -1.29742
O 8.00223 2.95318 -0.92222
C 7.97423 3.29541 -2.30658
H 6.50621 0.73070 2.36975
H 5.27303 1.17317 1.17373
H 6.45683 -0.14009 0.82502
H 7.00740 3.73214 -2.57674
H 8.19114 2.41875 -2.92544
H 8.75138 4.04350 -2.48548
C -10.85157 -2.71129 -3.84991
O -9.54788 -2.46488 -3.32647
C -9.41952 -2.72703 -2.00132
O -10.30064 -3.13912 -1.26321
O -8.14101 -2.45132 -1.63971
C -7.85836 -2.68241 -0.26092
H -10.83933 -2.46805 -4.91589
H -11.11812 -3.76745 -3.74080
H -11.59180 -2.07107 -3.35926
H -8.00517 -3.73747 -0.00837
H -8.47900 -2.04108 0.37317
H -6.80942 -2.42933 -0.08401
C 3.50149 1.81401 8.00449
O 4.67639 2.53274 7.63390
C 5.00401 2.42841 6.32126
O 4.39162 1.79254 5.47768
O 6.13094 3.15415 6.10983
C 6.59623 3.13601 4.76167
H 3.33439 1.96792 9.07407
H 2.62968 2.19320 7.46175
H 3.63314 0.74167 7.82749
H 5.84813 3.56815 4.08930
H 6.85152 2.11651 4.45505
H 7.50084 3.74794 4.70819
C -1.75820 -0.17090 4.33156
O -0.76653 0.15319 3.35900
C 0.51055 0.00162 3.79181
O 0.85146 -0.37471 4.90228
O 1.34257 0.34125 2.77507
C 2.72931 0.22927 3.08933
H -2.74060 -0.01348 3.87800
H -1.67993 -1.22202 4.62726
H -1.67254 0.48544 5.20360
H 2.98697 -0.80591 3.33529
H 2.99431 0.90156 3.91175
H 3.30102 0.52510 2.20545
*
```

## Properties
HOMO: -8.301 eV
orbital gap: 8.6 eV
SMILES: CCSCB1OBOB(CNC)O1.COC(=O)OC.COC(=O)OC.COC(=O)OC.COC(=O)OC
DFT total energy: -2326.77647 hartree

---

No. 3
The molecule C22H28N2O5, computed with ωB97M-V with the def2-TZVPD basis set.

Geometry as ORCA input:
```
! wB97M-V def2-TZVPD RIJCOSX def2/J DEFGRID3
* xyz 0 1
C -2.55125 0.20737 3.98438
C -3.58133 -0.42648 3.05886
H -3.70493 -1.47938 3.32138
H -4.54445 0.06917 3.19855
C -3.19229 -0.31943 1.57589
C -1.94822 -1.11058 1.29615
C -2.08903 -2.44724 1.12786
C -0.98675 -3.34835 0.92470
O -1.05646 -4.53673 0.72200
O 0.26318 -2.78914 0.99929
C 0.44958 -1.46225 1.13537
C 1.78249 -1.05701 1.12755
C 2.10321 0.27668 1.25239
C 1.06787 1.20454 1.34639
C -0.26187 0.82307 1.32910
C -0.61495 -0.54999 1.26468
O -1.27382 1.74271 1.33126
C -0.95710 3.11638 1.32045
H -0.41566 3.41931 2.22464
H -1.92357 3.63027 1.31101
C -0.15149 3.56192 0.09260
O 0.60978 4.50475 0.13465
N -0.39332 2.82851 -1.00920
C 0.42999 2.92522 -2.19172
H 1.10856 3.76421 -2.02050
H -0.19562 3.14800 -3.06186
C 1.21582 1.63141 -2.42324
H 1.60546 1.27862 -1.46568
H 2.06088 1.83766 -3.08105
C 0.32856 0.54080 -3.03547
N 0.81387 -0.78812 -2.78041
C 0.07621 -1.71387 -2.12516
O -0.98448 -1.48365 -1.58281
C 0.80220 -3.03984 -2.22540
H 0.28977 -3.63885 -2.98148
C 2.21291 -2.65265 -2.66528
H 2.84513 -2.50438 -1.78959
H 2.67723 -3.40065 -3.30405
C 2.01091 -1.31793 -3.39055
H 1.85609 -1.46164 -4.46899
H 2.85040 -0.63293 -3.25082
H 0.76847 -3.58975 -1.28821
H -0.67140 0.57069 -2.59193
H 0.23365 0.70021 -4.11700
H -1.00883 2.03123 -0.93422
H 1.33515 2.24625 1.41984
C 3.52529 0.74070 1.28345
H 4.18639 -0.00039 0.84201
H 3.83709 0.90103 2.31555
H 3.63771 1.68415 0.75333
H 2.54377 -1.81433 1.02834
H -3.06505 -2.90634 1.12228
H -4.00345 -0.73648 0.97610
H -3.06919 0.72526 1.31197
H -1.59408 -0.30339 3.90426
H -2.40432 1.25422 3.73020
H -2.88468 0.14741 5.01812
*
```

## Properties
HOMO: -8.397 eV
energy relative to the best compared isomer or geometry (same formula, charge and spin): 13.2 kcal/mol
orbital gap: 8.7 eV
SMILES: CCCc1cc(=O)oc2cc(C)cc(OCC(=O)NCCCN3CCCC3=O)c12
DFT total energy: -1340.90253 hartree

---

No. 4
A cluster of 7 separate species, C19H56Cl2O24P6 in total, computed with ωB97M-V with the def2-TZVPD basis set.

Geometry as ORCA input:
```
! wB97M-V def2-TZVPD RIJCOSX def2/J DEFGRID3
* xyz 0 1
C 6.19248 8.71580 -2.11805
O 7.50319 9.15531 -2.49691
P 7.50990 10.05939 -3.82466
O 6.67308 11.33120 -3.76881
O 9.08666 10.30294 -4.00145
C 9.52885 11.30564 -4.92407
O 6.99124 8.96364 -4.92529
C 7.55163 7.68909 -4.72846
H 5.67784 8.24619 -2.95633
H 5.76276 9.65682 -1.77466
H 6.20966 8.09145 -1.22474
H 9.72013 12.18426 -4.30801
H 8.81101 11.72683 -5.62793
H 10.36575 10.84637 -5.45014
H 7.47207 7.07098 -5.62273
H 7.18732 7.06166 -3.91499
H 8.64121 7.70489 -4.75391
C 18.05122 11.11333 -0.67270
O 17.89046 10.41109 -1.89529
P 19.13477 9.97542 -2.79376
O 19.98597 11.09949 -3.30551
O 18.38179 8.92636 -3.84022
C 18.28942 7.53560 -3.49568
O 19.97042 9.00202 -1.80542
C 21.30260 8.76491 -2.03310
H 17.98247 12.18920 -0.83360
H 19.05539 10.92530 -0.29274
H 17.26393 10.81790 0.02083
H 18.82646 6.97796 -4.26294
H 17.30374 7.07900 -3.58544
H 18.47813 7.25583 -2.45923
H 21.72269 9.47049 -2.74987
H 21.49813 7.78161 -2.46084
H 21.91362 8.89866 -1.14042
C 14.54252 7.16358 -4.99374
O 13.47512 7.36895 -5.89272
P 12.14717 8.25136 -5.52508
O 11.52307 8.00512 -4.18973
O 11.12216 8.09970 -6.87855
C 11.39725 8.78337 -8.08011
O 12.66724 9.79949 -5.53463
C 13.39822 10.39265 -4.41036
H 15.25292 7.98208 -5.10986
H 15.13421 6.26531 -5.17013
H 14.15190 7.13098 -3.97665
H 12.32408 9.35619 -8.04930
H 10.57395 9.38699 -8.46211
H 11.55824 8.04030 -8.86116
H 13.59778 9.61995 -3.66792
H 12.85777 11.27467 -4.06677
H 14.29532 10.84714 -4.83078
C 12.49052 11.76389 -10.92724
O 13.49302 12.76043 -11.19109
P 13.42824 13.55338 -12.59455
O 12.90657 12.70817 -13.67632
O 12.63626 14.98264 -12.26155
C 11.22836 14.88706 -12.05015
O 15.01128 14.02105 -12.78266
C 15.45359 14.56367 -14.05906
H 11.87289 11.40936 -11.75244
H 11.83222 12.41845 -10.35600
H 12.89617 10.94865 -10.32813
H 10.81886 13.88516 -12.17911
H 10.73723 15.66935 -12.62887
H 11.02388 15.35557 -11.08745
H 16.52649 14.39800 -14.15669
H 15.37841 15.64995 -14.10858
H 15.05753 14.06900 -14.94594
C 12.00798 0.90628 -8.94595
O 12.10380 1.56816 -7.65109
P 12.85014 3.01049 -7.45076
O 14.31322 2.94751 -7.42536
O 12.36116 3.91156 -8.73018
C 12.74717 5.29149 -8.80329
O 12.11157 3.66908 -6.15828
C 10.68834 3.84829 -6.09299
H 11.02309 0.44894 -9.04051
H 12.68067 0.04872 -8.93251
H 12.13037 1.50585 -9.84797
H 11.86207 5.91709 -8.68794
H 13.19107 5.56079 -9.76170
H 13.48700 5.61416 -8.07073
H 10.25651 4.37595 -6.94340
H 10.48339 4.25377 -5.10220
H 10.11352 2.93628 -6.25402
C 11.98932 8.40146 -1.05059
O 12.35482 9.48839 -0.09714
P 13.10340 9.20010 1.38944
O 14.11557 8.13787 1.42922
O 13.51374 10.64766 2.06777
C 13.99669 11.58646 1.13357
O 11.77376 8.84578 2.29590
C 11.87130 8.71533 3.67223
H 12.04146 7.41321 -0.59373
H 12.53995 8.47448 -1.98845
H 10.93485 8.57662 -1.26399
H 13.45301 12.53017 1.17738
H 13.87631 11.39400 0.06747
H 15.05696 11.80249 1.26483
H 12.85464 8.90912 4.10068
H 11.40971 7.73085 3.74861
H 11.20451 9.35364 4.25194
C 15.56427 8.21859 -10.32469
Cl 14.38012 8.17910 -9.03990
Cl 15.73281 9.86246 -11.02470
H 16.43411 8.26347 -9.66937
H 15.55220 7.39657 -11.04041
*
```

## Properties
HOMO: -10.328 eV
energy relative to the best compared isomer or geometry (same formula, charge and spin): 111.4 kcal/mol
orbital gap: 10.6 eV
SMILES: COP(=O)(OC)OC.COP(=O)(OC)OC.COP(=O)(OC)OC.COP(=O)(OC)OC.COP(=O)(OC)OC.COP(=O)(OC)OC.ClCCl
DFT total energy: -5532.16485 hartree

---

No. 5
A cluster of 2 separate species, C6H15NO in total, computed with ωB97M-V with the def2-TZVPD basis set.

Geometry as ORCA input:
```
! wB97M-V def2-TZVPD RIJCOSX def2/J DEFGRID3
* xyz 0 1
C -1.47584 0.16822 0.20526
C 1.68832 0.19475 0.03674
C -1.65785 0.75971 -1.15486
C -1.86878 0.95793 1.41019
C -0.50141 -1.89001 -0.54770
C 3.08098 -0.38855 0.18162
N -1.20650 -1.12952 0.32800
O 1.72686 1.24498 -0.91525
H 0.86822 1.67238 -0.93893
H -1.17262 -1.46011 1.28611
H 1.33901 0.57022 1.00704
H -2.57767 0.39652 -1.62779
H -0.82562 0.51802 -1.81865
H -1.72696 1.84403 -1.08792
H -1.75359 0.37230 2.32319
H -2.90849 1.29470 1.35355
H -1.24873 1.85448 1.50359
H -0.69962 -1.76208 -1.59675
H -0.34754 -2.91542 -0.26245
H 0.97471 -0.71341 -0.33932
H 3.07012 -1.21781 0.88732
H 3.77573 0.36759 0.54916
H 3.44727 -0.73893 -0.78215
*
```

## Properties
HOMO: -6.539 eV
energy relative to the best compared isomer or geometry (same formula, charge and spin): 85.4 kcal/mol
orbital gap: 7.3 eV
DFT total energy: -367.49528 hartree

---

No. 6
A cluster of 2 separate species, C3H9O2 in total, computed with ωB97M-V with the def2-TZVPD basis set.

Geometry as ORCA input:
```
! wB97M-V def2-TZVPD RIJCOSX def2/J DEFGRID3
* xyz -1 1
C 2.53496 0.71141 1.63788
O 1.51179 0.34010 0.85582
H 2.94555 1.75033 1.46360
H 2.31132 0.69977 2.72453
H 3.46402 0.09572 1.55865
C -1.15633 -0.24606 -0.47240
O -1.85020 1.02037 -0.44930
C -1.47471 -0.99963 -1.73970
H -0.09384 -0.08560 -0.30195
H -1.51296 -0.86162 0.36384
H -1.99941 1.21671 0.47893
H -1.02171 -0.57299 -2.63556
H -1.10234 -2.01308 -1.59032
H -2.55614 -1.05542 -1.89403
*
```

## Properties
HOMO: -2.168 eV
energy relative to the best compared isomer or geometry (same formula, charge and spin): 30.3 kcal/mol
orbital gap: 6.2 eV
DFT total energy: -270.13753 hartree

---

No. 7
A structure of composition C36H40AuGeN5O2SSe, computed with ωB97M-V with the def2-TZVPD basis set.

Geometry as ORCA input:
```
! wB97M-V def2-TZVPD RIJCOSX def2/J DEFGRID3
* xyz 0 3
Au 0.02231 1.37818 -0.16225
O 1.89327 1.12394 -2.26326
H 2.00742 0.32726 -1.70354
H 1.21957 0.83523 -2.89686
C -1.05209 3.45143 3.02416
N -1.30449 2.03115 3.16524
C -0.39035 1.05517 2.99511
Se 1.39894 1.22634 2.61441
N -1.03512 -0.12313 3.13875
C -2.38712 0.08487 3.34554
C -3.45345 -0.78029 3.51667
C -4.70330 -0.20713 3.69931
C -4.87538 1.17953 3.71205
C -3.80236 2.04360 3.54799
C -2.55774 1.46641 3.36777
H 0.02416 3.60199 2.98370
H -1.47674 3.97782 3.87871
H -1.48807 3.81656 2.09432
H -0.58301 -0.99495 2.91226
H -3.32195 -1.85298 3.50118
H -5.56359 -0.84882 3.83000
H -5.86800 1.58781 3.84326
H -3.93644 3.11609 3.54652
C -1.38715 -0.07001 0.05002
Ge -1.60966 -1.63016 -1.02117
C -0.82155 -1.23599 -2.76738
C -1.09591 0.02953 -3.29610
C -0.60354 0.41620 -4.53591
C 0.19052 -0.45506 -5.27027
C 0.46528 -1.71689 -4.76616
C -0.04281 -2.10246 -3.53131
C -0.80806 -3.12746 -0.02485
C -1.32302 -3.29934 1.26411
C -0.80753 -4.24548 2.13848
C 0.25153 -5.04915 1.73905
C 0.77601 -4.89879 0.46471
C 0.25195 -3.94642 -0.40370
C -3.45680 -2.18386 -1.37720
C -4.34957 -1.28496 -1.96339
C -5.64347 -1.66470 -2.28526
C -6.07280 -2.95861 -2.02262
C -5.20312 -3.86328 -1.43526
C -3.90609 -3.47688 -1.11829
H -1.68829 0.73293 -2.72160
H -0.84535 1.39605 -4.92945
H 0.58524 -0.15471 -6.23223
H 1.07197 -2.40747 -5.33795
H 0.16744 -3.10298 -3.18103
H -2.15112 -2.67580 1.58776
H -1.23328 -4.36230 3.12799
H 0.66356 -5.78574 2.41670
H 1.59920 -5.52458 0.14219
H 0.70174 -3.84099 -1.38041
H -4.03571 -0.26761 -2.16871
H -6.31898 -0.95103 -2.73970
H -7.08136 -3.25881 -2.27682
H -5.53251 -4.87285 -1.22358
H -3.23846 -4.19976 -0.66410
C 4.20028 3.57029 -3.01428
C 3.56880 3.86572 -1.69627
C 4.23523 4.02685 -0.51955
C 3.45038 4.22387 0.64529
N 2.14049 4.21999 0.64404
C 1.47328 4.02160 -0.52652
S -0.19877 3.87728 -0.60848
N 2.22067 3.93578 -1.66671
C 4.10599 4.43748 1.97773
H 5.28183 3.65553 -2.95094
H 3.83509 4.25183 -3.78365
H 3.93611 2.55097 -3.30194
H 5.31270 3.99072 -0.48349
H 1.69194 3.71791 -2.50148
H 5.15860 4.16108 1.96632
H 3.57188 3.86328 2.73338
H 4.02655 5.49130 2.25034
C 4.56615 -1.55081 1.74665
N 3.68457 -0.83946 0.84411
C 3.99030 0.53425 0.50685
C 2.62064 -1.46838 0.31444
O 1.85500 -1.00713 -0.51682
H 5.04014 -0.83631 2.41837
H 5.34961 -2.09569 1.21314
H 3.99365 -2.25316 2.35052
H 4.87686 0.60215 -0.13002
H 4.16731 1.10043 1.42404
H 3.14099 0.97439 -0.00765
H 2.46891 -2.47845 0.72501
*
```

## Properties
HOMO (alpha / beta): -6.415 / -6.657 eV
energy relative to the best compared isomer or geometry (same formula, charge and spin): 24.5 kcal/mol
orbital gap (alpha / beta): 6.6 / 6.8 eV
DFT total energy: -6832.22979 hartree

---

No. 8
A structure of composition C10H23AsCl3N4RhS2Si, computed with ωB97M-V with the def2-TZVPD basis set.

Geometry as ORCA input:
```
! wB97M-V def2-TZVPD RIJCOSX def2/J DEFGRID3
* xyz 2 1
Rh -0.13633 0.34419 0.13313
Cl -0.79439 -2.16397 2.73639
Si -0.81896 -0.18337 2.21549
Cl 0.73268 0.72515 3.21676
Cl -2.58722 0.54919 2.85835
C 3.28420 -1.71348 2.31146
As 3.00212 -1.09378 0.51411
C 4.29521 -1.90542 -0.63703
C 3.24497 0.81284 0.45177
S 1.04735 -1.61544 -0.23235
H 3.89449 -0.98811 2.84666
H 3.80091 -2.66993 2.26386
H 2.32273 -1.82975 2.80246
H 5.29733 -1.66732 -0.28394
H 4.14784 -1.52861 -1.64579
H 4.14216 -2.98229 -0.61366
H 4.23050 1.04997 0.85301
H 2.49756 1.31098 1.06962
H 3.18181 1.14244 -0.58355
C -1.80534 5.54340 1.39615
N -1.37416 4.35878 0.64745
C -1.04065 4.31895 -0.68438
C -0.66728 3.04260 -0.94599
N -0.76751 2.29984 0.22112
C -1.20286 3.13689 1.15466
H -2.30268 6.22388 0.71187
H -0.94684 6.03741 1.84396
H -2.50708 5.24184 2.16847
H -1.10167 5.18808 -1.31616
H -0.35687 2.60926 -1.88223
H -1.39632 2.90101 2.18765
C -1.67434 -4.42003 -0.87041
N -1.77435 -3.03120 -0.43830
C -2.03125 -2.01985 -1.24089
S -2.16093 -0.37582 -0.60531
N -2.29796 -2.22785 -2.51697
C -2.56392 -1.20545 -3.53461
H -1.34939 -5.01768 -0.02512
H -0.94017 -4.52063 -1.67168
H -2.64441 -4.79363 -1.20295
H -1.60825 -2.80953 0.53242
H -2.40013 -3.18765 -2.81500
H -1.84875 -0.39471 -3.44205
H -3.57523 -0.81566 -3.44196
H -2.44659 -1.67557 -4.50648
*
```

## Properties
HOMO: -14.765 eV
energy relative to the best compared isomer or geometry (same formula, charge and spin): 0.0 kcal/mol
orbital gap: 7.5 eV
DFT total energy: -5426.34430 hartree

---

Record-wise max |F| values, in eV/A: 2.91, 4.72, 0.91, 4.04, 2.55, 0.44, 1.31, 0.66